70
Properties=species:S:1:pos:R:3:nbo_charge:R:1 method="wB97M-V/def2-TZVPD" e_tot_ha=-3618.823613 homo_lumo_gap_ev="6.53 / 7.25" multiplicity=4 homo_ev="-6.4 / -7.1" e_above_lowest_ev=2.700 total_charge=0
V -0.120 -0.600 -0.439 1.16
O 1.628 -1.348 -0.256 -0.82
C 2.802 -1.801 -0.542 0.45
C 2.903 -2.794 -1.502 -0.29
C 4.140 -3.293 -1.858 -0.19
C 5.294 -2.808 -1.246 -0.28
C 5.175 -1.824 -0.279 -0.17
C 3.936 -1.302 0.101 -0.21
C 3.942 -0.266 1.141 0.36
N 3.141 0.741 1.353 -0.47
C 3.648 1.378 2.452 -0.11
C 4.758 0.747 2.912 -0.12
N 4.936 -0.305 2.070 -0.52
H 1.991 -3.154 -1.971 0.22
H 4.208 -4.052 -2.621 0.20
H 6.265 -3.181 -1.522 0.21
H 6.070 -1.430 0.176 0.19
H 3.206 2.265 2.832 0.20
H 5.402 0.930 3.742 0.21
H 5.646 -1.017 2.138 0.42
C -3.408 -0.014 -5.865 -0.62
C -2.875 -1.338 -5.361 -0.21
N -1.577 -1.252 -4.723 -0.39
C -0.419 -1.571 -5.515 -0.22
C 0.143 -0.389 -6.277 -0.62
C -1.492 -0.800 -3.484 0.38
S 0.123 -0.553 -2.878 -0.29
N -2.655 -0.541 -2.921 -0.65
C -2.842 -0.219 -1.688 0.67
O -1.917 -0.193 -0.806 -0.76
C -4.177 0.068 -1.211 -0.07
C -5.210 0.257 -2.129 -0.18
C -6.489 0.519 -1.705 -0.21
C -6.777 0.591 -0.355 -0.19
C -5.757 0.399 0.563 -0.22
C -4.471 0.145 0.138 -0.16
H -4.395 -0.149 -6.295 0.21
H -2.766 0.420 -6.627 0.20
H -3.484 0.696 -5.045 0.22
H -2.766 -2.044 -6.186 0.20
H -3.583 -1.759 -4.636 0.23
H -0.718 -2.361 -6.207 0.19
H 0.350 -1.982 -4.853 0.24
H -0.565 -0.006 -7.003 0.20
H 1.039 -0.681 -6.809 0.22
H 0.403 0.411 -5.592 0.23
H -4.985 0.195 -3.183 0.23
H -7.272 0.668 -2.431 0.21
H -7.782 0.787 -0.022 0.21
H -5.967 0.447 1.615 0.21
H -3.676 -0.004 0.854 0.22
I 0.161 3.971 3.437 0.20
C 0.073 1.931 3.131 -0.22
C 0.261 1.059 4.204 -0.19
C 0.197 -0.309 3.998 -0.24
C -0.052 -0.761 2.717 0.08
N -0.221 0.069 1.680 -0.49
C -0.147 1.393 1.855 0.03
H 0.465 1.454 5.188 0.23
H 0.338 -1.010 4.803 0.23
H -0.123 -1.826 2.499 0.21
H -0.292 2.036 0.986 0.24
N -3.401 3.172 3.138 -0.80
C -3.576 4.055 2.123 0.28
N -4.479 5.024 2.380 -0.80
S -2.737 3.960 0.689 -0.27
H -3.714 3.391 4.069 0.39
H -2.637 2.516 3.040 0.41
H -5.122 4.939 3.149 0.38
H -4.733 5.628 1.611 0.42